Density functional theory data (the ωB97M-V functional and the def2-TZVPD basis) for a cluster of 6 separate species, C37H68BrClF5NO19P in total.

Structure (XYZ):
```
133
Properties=species:S:1:pos:R:3:forces:R:3
C 4.44771 3.01721 1.57616 -0.14 1.08 0.34
C 3.71689 4.48715 1.35991 0.31 -0.30 0.51
C 3.96971 5.10784 -0.13606 -1.13 -0.76 0.06
C 2.58579 4.85422 -1.02962 1.08 0.43 0.01
C 2.58915 3.37475 -1.79444 -0.15 0.60 0.16
C 1.07157 2.67166 -1.76750 0.06 1.59 0.65
C 1.07951 1.15356 -1.18877 2.66 2.92 1.35
N 0.25202 0.12308 -1.91003 0.21 -0.76 1.18
C 0.55549 0.15407 -3.42444 -0.02 0.69 -3.72
O 1.98765 0.27687 -3.73355 -2.70 0.32 0.66
C 2.26513 1.12199 -4.89394 2.60 0.49 -1.35
C 3.87053 1.57347 -4.75619 -0.69 0.72 0.94
C -1.28622 0.12309 -1.69886 -3.34 -1.53 -1.69
C -2.17639 1.32175 -2.35004 0.19 1.08 -1.29
C -3.48661 1.83191 -1.55555 -1.20 1.21 -0.34
C -4.90861 1.61625 -2.40963 0.14 0.30 1.41
C -6.10519 2.09589 -1.34847 1.15 1.31 0.07
O -6.29931 1.09292 -0.27532 0.48 1.34 -0.18
C -1.78785 -0.59182 -0.26479 0.79 -3.49 -0.86
C -3.20492 -1.39438 -0.44773 -1.39 -0.01 -0.91
C -3.46202 -2.63369 0.59481 1.87 -7.18 -0.79
O -3.09786 -3.92369 0.34262 -1.93 10.16 0.50
Cl -4.36051 -2.46404 2.25231 1.33 0.32 -2.68
P -1.51363 0.41389 1.36896 2.04 0.47 1.02
O -0.70219 -0.60067 2.58292 -0.55 0.58 -2.38
Br -3.45821 0.99126 2.38036 0.84 -0.90 -0.56
C -0.69710 -1.85856 -0.36836 1.72 0.02 0.21
C 0.61525 -1.15774 -1.14092 1.35 -2.47 3.06
C 1.58789 -2.29788 -1.74838 2.29 -1.21 1.55
F 3.01948 -1.85961 -1.96591 -4.87 -1.17 0.45
F 1.73133 -3.32482 -0.64094 -0.72 3.35 -3.16
C 1.07727 -3.15372 -3.03166 0.91 -3.23 -2.70
F -0.37335 -3.18195 -3.28377 4.68 0.51 1.01
F 1.49282 -4.59029 -2.81872 -1.60 5.19 -0.98
F 1.75516 -2.69270 -4.27251 -2.59 -1.46 4.23
H 5.48062 3.05766 0.99988 -2.12 -0.42 1.37
H 3.74555 2.15613 1.18042 1.56 1.64 0.70
H 4.60849 2.88979 2.74373 -0.18 -0.02 -2.57
H 4.12115 5.27213 2.15138 -0.73 -1.84 -1.59
H 2.56668 4.32573 1.61451 2.33 0.59 -0.73
H 4.16937 6.25529 -0.00750 -0.29 -2.28 -0.57
H 4.86290 4.54584 -0.69224 -1.77 1.47 1.35
H 2.55805 5.70267 -1.83672 -0.26 -1.69 1.46
H 1.70069 4.98971 -0.27713 1.47 -0.36 -1.64
H 3.39249 2.67377 -1.30670 -1.59 1.27 -0.81
H 2.93717 3.59396 -2.89385 -0.76 -0.71 2.11
H 0.45914 3.34864 -0.99670 1.12 -1.63 -1.75
H 0.57421 2.85145 -2.80351 0.89 -0.69 1.84
H 2.21909 0.79448 -1.19678 -2.65 0.53 -0.36
H 0.83025 1.26461 -0.02582 -0.07 -0.74 -2.70
H 0.05011 -0.76869 -3.99072 1.21 1.60 1.76
H 0.04633 1.09455 -3.95804 0.74 -1.91 1.85
H 2.22185 0.48146 -5.88852 -0.52 1.40 2.08
H 1.67756 2.13144 -4.94756 0.50 -2.18 0.28
H 4.17737 1.39596 -3.61865 -0.49 0.16 -2.61
H 4.57007 1.01721 -5.51017 -1.42 1.09 1.62
H 3.92733 2.75469 -4.90296 0.02 -2.66 0.05
H -1.54725 -0.78644 -2.43350 0.53 1.80 1.66
H -2.55496 0.93725 -3.41710 0.90 0.70 2.37
H -1.53779 2.29437 -2.62136 -1.16 -2.31 0.84
H -3.68902 1.40375 -0.49645 0.72 0.56 -1.86
H -3.40545 3.01624 -1.42529 -0.04 -2.63 -0.15
H -4.88644 2.30616 -3.37629 -0.21 -1.64 2.05
H -5.06171 0.48157 -2.65170 0.27 2.15 0.21
H -5.67041 3.06624 -0.80995 -1.11 -1.79 -1.39
H -7.10501 2.38329 -1.89739 1.93 -0.86 1.18
H -6.17816 1.51870 0.62414 -0.27 -0.56 -1.85
H -4.16723 -0.71711 -0.41521 1.97 -1.13 0.21
H -3.20238 -1.88103 -1.53819 0.03 0.76 2.50
H 0.26972 -0.70628 2.34653 -1.71 0.44 0.36
H -0.20436 -2.23930 0.62546 -1.37 0.96 -1.68
H -1.06022 -2.85657 -0.85667 0.23 2.25 0.53
H 1.23318 -0.84994 -0.16412 -1.09 -0.33 -2.62
C -3.80278 -6.06340 1.58156 -0.39 0.15 0.16
O -2.98964 -7.01905 2.25972 0.06 -0.35 1.18
C -3.10993 -6.99580 3.61108 -0.22 0.31 0.19
O -3.83128 -6.24933 4.25410 1.04 -1.05 -0.92
O -2.28870 -7.94697 4.12308 -0.55 0.71 -0.61
C -2.31144 -8.03768 5.54630 0.04 -0.07 0.56
H -3.62667 -6.17107 0.50777 0.18 -0.22 0.38
H -4.86347 -6.25111 1.77702 0.11 0.06 0.12
H -3.52801 -5.04514 1.87517 -0.31 -0.89 0.24
H -3.31245 -8.30431 5.90019 0.13 0.22 -0.04
H -1.97699 -7.09833 5.99835 -0.24 -0.12 -0.09
H -1.61875 -8.82905 5.84561 -0.09 0.12 -0.36
C -5.23068 -9.51682 3.35607 0.40 0.00 -0.23
O -6.47203 -9.54076 4.05811 -0.35 -0.78 0.57
C -6.69990 -10.68520 4.75058 0.25 -0.41 0.05
O -5.95150 -11.64819 4.81056 -1.07 1.42 -0.09
O -7.90460 -10.57260 5.36481 0.94 0.12 -0.58
C -8.27874 -11.71236 6.13637 -0.18 -0.43 0.30
H -5.15351 -8.55670 2.83853 -0.31 -0.14 0.21
H -4.39107 -9.60041 4.05361 -0.16 -0.18 -0.18
H -5.19494 -10.31519 2.60781 0.08 0.05 0.26
H -7.56100 -11.88367 6.94499 -0.04 -0.07 -0.26
H -8.36488 -12.59845 5.49919 0.18 0.14 0.15
H -9.25725 -11.51263 6.58165 0.21 0.23 -0.23
C 10.58265 4.84059 3.59638 0.11 0.59 -0.07
O 10.41660 3.44986 3.86590 -0.89 -0.76 -0.60
C 9.43783 2.85333 3.13972 0.00 0.16 0.03
O 8.72493 3.39921 2.31218 0.82 -0.77 1.21
O 9.38969 1.54425 3.49366 0.11 1.07 -0.22
C 8.39761 0.78606 2.80428 -0.30 -0.30 -0.19
H 11.39036 5.21397 4.23185 -0.15 -0.37 -0.04
H 10.86540 5.00008 2.55086 -0.20 -0.01 0.15
H 9.66933 5.39279 3.84030 0.12 -0.13 -0.20
H 8.59304 0.78348 1.72717 -0.12 0.13 0.17
H 7.39697 1.17618 3.01661 0.18 0.04 -0.16
H 8.44855 -0.24476 3.16550 0.22 0.31 0.10
C -11.55068 6.50607 -2.14424 -0.31 0.43 -0.27
O -10.79793 5.51988 -1.44056 -0.15 -1.11 0.03
C -11.26394 4.25370 -1.58481 -0.55 -0.04 -0.35
O -12.23574 3.91789 -2.24348 1.52 0.48 1.01
O -10.46138 3.42587 -0.86935 -0.39 0.76 -0.46
C -10.83468 2.05058 -0.92892 -0.15 -0.53 0.01
H -11.08943 7.47984 -1.95808 0.11 -0.35 0.14
H -11.52646 6.31398 -3.22175 -0.15 -0.06 0.22
H -12.58208 6.53804 -1.77851 0.16 -0.13 -0.19
H -10.78181 1.68044 -1.95779 -0.19 0.11 0.16
H -11.83743 1.90450 -0.51456 0.13 0.05 -0.24
H -10.12548 1.48130 -0.32178 0.00 0.37 -0.05
C 12.69224 5.82931 -3.27695 0.49 0.04 -0.29
O 11.45090 5.80536 -2.57491 -0.39 -0.83 0.62
C 11.22303 4.66092 -1.88245 0.33 -0.35 -0.01
O 11.97142 3.69794 -1.82246 -1.11 1.40 -0.08
O 10.01832 4.77352 -1.26821 0.92 0.10 -0.62
C 9.64419 3.63376 -0.49666 -0.24 -0.37 0.22
H 12.76941 6.78942 -3.79449 -0.29 -0.13 0.23
H 13.53186 5.74572 -2.57942 -0.17 -0.16 -0.15
H 12.72799 5.03093 -4.02521 0.06 0.05 0.26
H 10.36192 3.46246 0.31196 -0.11 -0.05 -0.29
H 9.55805 2.74767 -1.13383 0.22 0.10 0.09
H 8.66567 3.83349 -0.05138 0.33 0.23 -0.18
```
Positions in Å, forces in eV/Å.

Results
Net charge ... +1
Molar mass ... 1072.26 g mol⁻¹
Gap between HOMO and LUMO ... 8.6 eV

Mulliken population analysis, charges in e, atoms 1 to 99: -0.55 -0.43 -0.53 -0.77 -0.34 -0.53 -0.85 1.70 -1.09 -0.28 -0.19 -0.85 -0.66 -0.35 -0.41 -0.45 -0.48 -0.49 0.69 -0.08 0.20 -0.46 -0.11 0.40 -0.57 -0.21 -1.43 -0.26 0.59 -0.28 -0.32 0.63 -0.20 -0.25 -0.20 0.08 0.02 0.33 0.35 0.22 0.34 0.23 0.34 0.33 0.32 -0.08 0.46 0.21 0.55 0.18 0.42 0.58 0.30 0.21 0.21 0.30 0.27 0.45 0.36 0.05 -0.36 0.43 0.35 0.28 0.28 0.26 0.28 0.03 0.47 0.36 0.37 0.45 0.21 -0.34 -0.36 0.80 -0.59 -0.33 -0.62 0.23 0.26 0.11 0.30 0.29 0.23 -0.19 -0.29 0.75 -0.54 -0.31 -0.61 -0.12 0.18 0.35 0.29 0.29 0.22 -0.53 -0.33